(w)
Computed, not measured: a molecular structure, C9H10, with wB97M-V/def2-TZVPD.

Highest occupied orbital energy ... -9.43 eV
Orbital gap ... 10.5 eV

ORCA input file:
```
! RIJCOSX wB97M-V def2-TZVPD def2/J DEFGRID3
* xyz 0 1
C 3.145 -0.036 0.009
C 2.003 -0.403 0.031
C 0.669 -0.943 0.057
C -0.515 -0.576 0.999
C -1.410 -1.268 -0.041
C -0.395 -0.583 -0.985
C -0.805 0.886 -0.732
C 0.099 1.787 -0.006
C -0.847 0.898 0.741
H 4.166 0.286 0.045
H 0.788 -2.006 0.011
H -0.592 -0.920 2.040
H -1.248 -2.370 0.001
H -2.467 -0.989 -0.121
H -0.318 -0.888 -2.025
H -1.673 1.277 -1.298
H -0.123 2.865 -0.021
H 1.159 1.630 -0.024
H -1.636 1.352 1.318
*
```

(x)
Computed, not measured: C9H10 in the gas phase, with wB97M-V/def2-TZVPD.

Highest occupied orbital energy ... -8.40 eV
Orbital gap ... 9.5 eV

ORCA input file:
```
! RIJCOSX wB97M-V def2-TZVPD def2/J DEFGRID3
* xyz 0 1
C -3.019 -0.436 1.424
C -2.027 -0.601 0.779
C -0.739 -0.864 0.045
C 0.411 -0.325 0.987
C 1.832 -0.316 1.430
C 1.499 -0.307 -0.080
C 0.976 0.446 -1.318
C -0.137 1.454 -1.278
C -0.468 -0.011 -1.203
H -3.974 -0.357 2.031
H -0.634 -1.936 -0.323
H -0.027 0.616 1.216
H 2.380 -1.195 1.752
H 2.091 0.661 1.884
H 1.807 -1.314 -0.396
H 1.504 0.525 -2.214
H -0.258 2.089 -2.258
H -0.196 2.187 -0.417
H -1.021 -0.315 -2.059
*
```

The winner here is (w), beating the second structure by 2.682 eV.

(w)
Computed, not measured: C3H5N3S2 in the gas phase, with wB97M-V/def2-TZVPD.

Highest occupied orbital energy ... -8.21 eV
Orbital gap ... 8.7 eV

ORCA input file:
```
! RIJCOSX wB97M-V def2-TZVPD def2/J DEFGRID3
* xyz 0 1
C -3.417 0.434 0.096
N -2.391 -0.651 0.064
C -1.140 -0.089 -0.135
N -0.796 1.125 -0.053
N 0.539 1.224 -0.089
C 1.405 0.179 0.047
S 2.951 0.046 0.115
S 0.191 -1.163 -0.118
H -3.368 1.144 0.991
H -4.485 -0.036 0.219
H -3.303 1.085 -0.726
H -2.559 -1.619 0.420
H 0.895 2.266 -0.369
*
```

(x)
Computed, not measured: a molecular structure, C3H5N3S2, with wB97M-V/def2-TZVPD.

Highest occupied orbital energy ... -9.05 eV
Orbital gap ... 8.9 eV

ORCA input file:
```
! RIJCOSX wB97M-V def2-TZVPD def2/J DEFGRID3
* xyz 0 1
C -0.178 1.337 0.294
C -1.560 -1.351 0.244
C 1.776 0.088 -0.392
H -0.267 1.594 -1.983
H -0.417 1.847 1.530
H -0.003 -1.542 1.753
H -1.575 -2.330 0.651
H 2.061 1.277 -0.560
N -0.222 2.142 -0.713
N 0.491 0.034 0.203
N -0.263 -0.992 0.678
S -2.394 -0.873 -0.977
S 2.550 -1.229 -0.729
*
```

The winner here is (w), beating the second structure by 4.752 eV.

(w)
Computed, not measured: CH3OPS in the gas phase, with wB97M-V/def2-TZVPD.

Highest occupied orbital energy (alpha / beta) ... -8.93 / -8.93 eV
Orbital gap (alpha / beta) ... 7.2 / 7.2 eV

ORCA input file:
```
! RIJCOSX wB97M-V def2-TZVPD def2/J DEFGRID3
* xyz 0 1
C 0.020 -0.498 -0.083
P 1.175 0.788 -0.656
O 0.730 0.893 -2.201
S -0.939 0.377 -2.154
H 0.438 -1.469 -0.048
H -0.895 -0.376 0.423
H 0.538 1.921 0.038
*
```

(x)
Computed, not measured: 2 unconnected molecules or ions with the total composition CH3OPS, with wB97M-V/def2-TZVPD.

Highest occupied orbital energy (alpha / beta) ... -8.16 / -7.98 eV
Orbital gap (alpha / beta) ... 7.3 / 7.3 eV

ORCA input file:
```
! RIJCOSX wB97M-V def2-TZVPD def2/J DEFGRID3
* xyz 0 1
C -0.631 -2.688 0.530
O -0.019 2.279 -0.346
P 1.209 1.226 0.114
S -0.144 -1.862 -0.709
H -1.677 -2.832 0.946
H -0.785 1.697 -0.279
H 2.048 2.180 -0.257
*
```

The winner here is (w), beating the second structure by 0.646 eV.

(w)
Computed, not measured: C9H10O3 in the gas phase, with wB97M-V/def2-TZVPD.

Highest occupied orbital energy ... -8.57 eV
Orbital gap ... 8.8 eV

ORCA input file:
```
! RIJCOSX wB97M-V def2-TZVPD def2/J DEFGRID3
* xyz 0 1
C -1.286 -1.339 3.208
O -2.084 -0.933 2.138
C -1.299 -0.480 1.111
C -2.021 -0.265 -0.100
C -1.363 0.182 -1.204
C 0.044 0.329 -1.187
O 0.654 0.675 -2.326
C 1.046 2.004 -2.479
C 0.741 -0.057 -0.026
C 2.193 -0.157 0.097
O 3.020 0.246 -0.673
C 0.085 -0.449 1.106
H -0.812 -2.315 3.015
H -1.984 -1.397 4.057
H -0.561 -0.568 3.469
H -3.064 -0.412 -0.028
H -1.867 0.495 -2.115
H 1.593 2.096 -3.419
H 1.622 2.339 -1.604
H 0.168 2.678 -2.580
H 2.571 -0.676 0.978
H 0.772 -0.746 1.948
*
```

(x)
Computed, not measured: C9H10O3 in the gas phase, with wB97M-V/def2-TZVPD.

Highest occupied orbital energy ... -9.78 eV
Orbital gap ... 10.5 eV

ORCA input file:
```
! RIJCOSX wB97M-V def2-TZVPD def2/J DEFGRID3
* xyz 0 1
C 0.481 -1.791 1.301
C 0.633 -0.649 0.204
O 1.842 -0.817 -0.478
C 2.463 0.386 -0.575
O 3.347 0.656 -1.399
O 1.905 1.324 0.196
C 0.676 0.775 0.711
C -0.530 1.445 0.010
C -1.838 0.790 0.591
C -1.944 -0.417 -0.041
C -0.572 -0.563 -0.823
C -0.567 0.896 -1.401
H 0.389 -2.768 0.832
H -0.308 -1.810 1.997
H 1.395 -1.793 1.812
H 0.441 0.869 1.807
H -0.485 2.547 0.023
H -2.729 1.262 0.979
H -2.902 -1.004 -0.182
H -0.509 -1.453 -1.522
H -1.475 1.069 -1.980
H 0.287 1.045 -2.062
*
```

(y)
Computed, not measured: C9H10O3 in the gas phase, with wB97M-V/def2-TZVPD.

Highest occupied orbital energy ... -9.36 eV
Orbital gap ... 10.3 eV

ORCA input file:
```
! RIJCOSX wB97M-V def2-TZVPD def2/J DEFGRID3
* xyz 0 1
C 0.169 -2.497 2.416
C 1.297 -2.497 1.683
C 1.367 -1.748 0.523
C 0.399 -0.793 0.319
C 0.413 0.009 -0.916
C -0.110 1.470 -0.854
O 0.459 2.370 -1.866
C -0.655 3.017 -2.419
O -1.723 2.859 -1.459
O -1.570 1.528 -1.080
C -0.762 -0.757 1.091
C -0.832 -1.593 2.238
H 0.183 -3.025 3.346
H 2.135 -3.135 1.902
H 2.206 -1.840 -0.126
H 1.433 0.041 -1.343
H -0.170 -0.559 -1.593
H 0.144 1.851 0.180
H -0.961 2.726 -3.387
H -0.371 4.034 -2.499
H -1.447 0.016 0.884
H -1.603 -1.477 2.962
*
```

The winner here is (x), beating the second structure by 0.290 eV.

(w)
Computed, not measured: 2 unconnected molecules or ions with the total composition CH2NO2, with wB97M-V/def2-TZVPD.

Highest occupied orbital energy ... -3.71 eV
Orbital gap ... 7.9 eV

ORCA input file:
```
! RIJCOSX wB97M-V def2-TZVPD def2/J DEFGRID3
* xyz -1 1
N -2.066 0.429 1.164
C -0.914 0.314 0.862
O 1.895 -1.019 -1.646
O 0.123 0.566 0.248
H 2.701 -0.795 -1.166
H 1.300 -0.393 -1.196
*
```

(x)
Computed, not measured: a gas-phase ion, CH2NO2 (charge -1), with wB97M-V/def2-TZVPD.

Highest occupied orbital energy (alpha / beta) ... -1.92 / -1.92 eV
Orbital gap (alpha / beta) ... 6.7 / 6.6 eV

ORCA input file:
```
! RIJCOSX wB97M-V def2-TZVPD def2/J DEFGRID3
* xyz -1 1
O 1.311 1.263 -0.846
C 0.522 0.284 -0.475
N -0.385 -0.107 0.605
O -0.982 -1.277 0.518
H 0.624 -0.757 -0.822
H -1.090 0.594 1.019
*
```

The winner here is (w), beating the second structure by 3.398 eV.

(w)
Computed, not measured: 2 unconnected molecules or ions with the total composition C4H12N3, with wB97M-V/def2-TZVPD.

Expectation value of S² ... 2.012
Highest occupied orbital energy (alpha / beta) ... -11.56 / -14.77 eV
Orbital gap (alpha / beta) ... 8.9 / 9.5 eV

ORCA input file:
```
! RIJCOSX wB97M-V def2-TZVPD def2/J DEFGRID3
* xyz 1 3
C -2.246 1.675 -0.542
C -1.599 0.064 0.023
C 0.257 -1.599 0.355
C -0.237 -0.223 0.379
N -2.605 -0.790 0.195
N 0.679 0.756 0.256
N 3.194 0.539 -0.081
H -3.320 1.543 -0.569
H -1.642 2.400 -1.041
H 0.821 -2.021 1.160
H 0.898 -1.540 -0.532
H -0.543 -2.225 0.129
H -2.788 -1.470 0.853
H -3.489 -0.458 -0.231
H 1.717 0.571 0.215
H 0.374 1.681 0.086
H 3.184 -0.335 -0.701
H 3.586 1.229 -0.580
H 3.759 0.204 0.627
*
```

(x)
Computed, not measured: a molecular structure, C4H12N3, with wB97M-V/def2-TZVPD.

Expectation value of S² ... 2.006
Highest occupied orbital energy (alpha / beta) ... -9.51 / -14.89 eV
Orbital gap (alpha / beta) ... 6.5 / 8.3 eV

ORCA input file:
```
! RIJCOSX wB97M-V def2-TZVPD def2/J DEFGRID3
* xyz 1 3
C -3.336 -1.317 0.794
C 1.307 1.174 -0.361
C 0.147 0.591 2.070
C -0.151 1.269 -0.096
N -2.860 -0.423 0.294
N -0.627 0.781 1.103
N -0.936 0.574 -1.208
H -3.857 -2.112 1.418
H 4.486 -4.384 -1.591
H 1.594 0.197 -0.734
H 1.856 1.287 0.564
H 1.534 1.910 -1.233
H -0.378 0.112 2.895
H 3.780 -3.983 -1.706
H 1.215 0.729 2.327
H -0.520 2.313 -0.164
H -0.965 1.267 -2.051
H -0.431 -0.256 -1.597
H -1.856 0.271 -0.723
*
```

The winner here is (w), beating the second structure by 3.582 eV.